1.
A structure of composition C4H13NPS. Source: the Open Molecules 2025 dataset; level of theory: ωB97M-V/def2-TZVPD.

Last column: Löwdin charge in e.
CARTESIAN COORDINATES (ANGSTROEM)
S (1.063874, 1.549886, -0.685419)  0.67
P (-0.034235, -0.101404, -0.898209)  0.72
N (-1.594604, -0.178798, 0.807727)  -0.07
C (-0.993098, -0.693532, 2.022098)  -0.21
C (0.690088, -1.798800, -1.007447)  -0.18
C (1.761748, 1.820111, 0.971493)  -0.38
C (-1.071885, 0.352792, -2.409917)  -0.19
H (2.828523, 1.840967, 0.841529)  0.03
H (0.606809, -2.220201, -0.087081)  -0.01
H (0.261786, -2.505970, -1.719920)  0.08
H (-1.588801, -0.364360, 2.855926)  0.09
H (-0.926527, 1.410547, -2.364472)  0.00
H (-0.857497, -0.018328, -3.327638)  0.01
H (-2.165159, 0.144476, -2.045625)  0.11
H (-0.005829, -0.228346, 2.194855)  0.05
H (-0.926237, -1.807883, 2.021242)  0.09
H (1.750436, -1.627747, -1.213596)  0.06
H (1.191844, 2.700841, 1.351308)  0.06
H (-1.592220, 0.777833, 0.981762)  0.00
H (1.600984, 0.947917, 1.711386)  0.06

Forces on the atoms, in the same order (eV/Å):
0.7 0.7 -0.5
-4.0 -1.8 1.2
2.1 -2.0 -2.9
1.4 -1.0 -0.2
0.7 2.0 -2.0
-1.4 -1.8 1.7
-2.0 0.6 5.2
0.3 0.8 0.0
-0.1 -1.2 2.9
-0.3 0.6 -0.2
-0.6 0.0 0.4
-0.3 0.9 -0.5
0.9 -1.5 -2.5
2.0 0.2 -0.9
-0.2 -0.6 0.2
0.0 0.9 0.1
0.0 -0.2 -0.1
1.1 -0.5 -0.2
-0.3 2.6 -0.2
0.0 1.3 -1.3

Calculated values
E_tot = -954.1630 Eh
Multiplicity = 1
Total charge = +1
Relative energy (zero: lowest compared OMol25 entry of this formula, charge and spin) = 51.53 kcal/mol
E_HOMO = -13.35 eV

2.
A structure of composition C34H31BrN8O4S3Yb. Source: the Open Molecules 2025 dataset; level of theory: ωB97M-V/def2-TZVPD.

Last column: Löwdin charge in e.
CARTESIAN COORDINATES (ANGSTROEM)
Yb (-0.320376, 0.069217, -0.812571)  0.97
Br (-1.771426, 2.711941, -0.890689)  -0.27
S (1.412940, -2.087661, -5.207522)  0.72
S (4.812503, 3.513981, 2.048759)  0.51
S (0.961508, 0.728137, -3.660713)  0.56
O (0.791340, -1.589193, -1.054567)  -0.33
O (2.596181, -4.487854, 0.768133)  0.02
O (1.360405, 0.089993, 2.997118)  0.08
O (0.727910, 0.850474, 0.994966)  -0.15
N (0.250010, -1.815607, 1.277834)  0.05
N (2.528266, 3.842936, 0.640603)  0.05
N (-3.522567, -0.187945, -1.794064)  0.00
N (6.762366, 1.038298, -1.890192)  0.16
N (2.437098, 4.809790, 2.590866)  -0.14
N (-1.030859, -1.641239, 1.165368)  0.00
N (-2.353188, -0.905522, -1.746082)  -0.02
N (7.184475, -2.749135, -3.988668)  0.14
C (3.928293, -1.905583, -4.586561)  -0.09
C (1.102601, 1.083638, 2.164395)  -0.27
C (5.903194, 0.606792, -2.537337)  -0.19
C (2.933634, 5.211276, 3.916229)  -0.07
C (-6.554166, -0.276094, 4.501062)  -0.10
C (0.923142, -2.323322, 0.039999)  -0.47
C (5.015525, -1.332354, -4.022856)  -0.16
C (2.644718, -1.285275, -4.549322)  -0.80
C (-7.588069, 0.479011, 2.482984)  -0.09
C (-1.672790, -0.971550, 2.223381)  -0.14
C (-5.188852, 0.225808, 2.564154)  -0.24
C (-5.799175, -0.075635, -2.882840)  -0.02
C (-4.450839, -0.699848, -2.617198)  -0.29
C (4.453323, -0.807012, 0.207559)  -0.05
C (-7.690132, 0.172259, 3.829869)  -0.10
C (-2.829608, -0.356258, 2.113346)  0.04
C (4.818200, -0.021755, -3.287336)  -0.16
C (2.383785, -2.146029, 0.400523)  -0.12
C (-3.879380, 0.406816, 1.948399)  -0.05
C (3.067087, -0.998034, 0.011783)  -0.02
C (5.142114, -1.850112, 0.810974)  -0.08
C (6.213104, -2.100011, -4.040083)  -0.19
C (2.464569, -0.022255, -3.826169)  -0.77
C (-2.599191, -1.968946, -2.590808)  -0.30
C (-3.839362, -1.815122, -3.215017)  0.01
C (-1.517904, -2.912096, -2.996799)  -0.03
C (3.592150, 0.530765, -3.233909)  -0.14
C (4.454835, -3.008034, 1.169216)  -0.03
C (1.226953, 4.417177, 0.766401)  -0.10
C (3.090026, -3.214861, 0.946489)  -0.28
C (3.242731, 4.066447, 1.739825)  -0.89
C (-5.318334, -0.184548, 3.894608)  -0.04
C (-6.344115, 0.632100, 1.904115)  -0.04
C (1.108624, 4.866338, 2.013813)  -0.06
H (-1.093171, -2.594602, -3.970210)  0.05
H (-6.643561, -0.597576, 5.521756)  0.10
H (-0.755741, -2.850332, -2.267157)  0.03
H (4.851853, 0.099419, -0.200545)  0.07
H (-3.861981, 1.181190, 1.173640)  0.10
H (4.022067, -2.754745, -5.187468)  0.09
H (2.532571, -0.219051, -0.521452)  0.09
H (6.213170, -1.776553, 0.907243)  0.10
H (-6.210818, 1.050301, 0.888293)  0.12
H (-4.418403, -0.627329, 4.425520)  0.13
H (-3.404575, 0.820061, -1.512086)  0.03
H (3.955237, 5.541473, 3.754841)  0.06
H (-1.110973, -0.918189, 3.160115)  0.11
H (5.043031, -3.798309, 1.710568)  0.12
H (-6.355886, 0.201362, -2.017342)  0.05
H (3.521459, 1.506883, -2.683690)  0.13
H (-8.587100, 0.269854, 4.448200)  0.10
H (-5.598419, 0.840830, -3.538669)  0.11
H (2.888043, 3.340338, -0.198187)  0.17
H (2.816660, 4.312076, 4.585731)  0.10
H (0.587592, -3.405907, -0.102970)  0.16
H (0.271276, 5.262790, 2.613349)  0.12
H (1.127082, 2.075962, 2.580275)  0.13
H (0.492379, 4.386024, -0.055136)  0.06
H (-4.241469, -2.420078, -3.994821)  0.10
H (-8.566195, 0.634921, 1.979221)  0.11
H (2.249812, -4.855085, 1.621733)  0.13
H (2.286369, 5.981983, 4.347317)  0.08
H (1.044501, -0.710440, 2.446718)  0.09
H (-1.903842, -3.915342, -3.109003)  0.08
H (-6.414259, -0.676255, -3.507263)  0.06

Forces on the atoms, in the same order (eV/Å):
-1.8 2.4 -1.1
-0.2 -0.3 0.1
-1.9 -1.2 -1.2
-0.5 0.3 -0.1
-0.2 0.2 0.3
-0.7 -1.5 -1.3
-0.8 -1.0 2.2
-0.6 0.6 -1.0
1.2 1.5 2.7
-4.1 0.8 1.1
-1.6 0.3 -1.8
0.7 1.4 0.8
-0.8 -0.2 -0.7
-0.6 -1.0 -0.8
2.1 -0.8 -1.0
-1.8 -1.5 -1.7
-1.8 1.2 -0.3
-0.2 1.9 0.2
-1.0 -1.9 -1.7
0.3 -0.5 -0.1
-1.5 -1.3 -0.1
-0.1 0.9 -0.1
1.5 -1.0 -0.3
-0.3 1.7 1.4
0.9 1.1 1.2
-1.7 0.7 0.3
0.9 -0.1 0.8
-0.6 0.3 1.0
1.9 1.7 -1.5
0.4 -0.8 -0.8
-2.1 -1.0 -0.1
0.5 -0.7 0.8
0.0 0.2 -0.5
2.0 -2.1 -0.5
0.5 -1.3 0.3
0.1 -0.4 -0.7
0.8 0.6 0.4
-0.4 0.3 -0.1
2.4 -0.8 0.5
-0.9 -1.0 -0.5
0.9 2.0 0.0
-0.8 0.7 1.3
-0.7 0.5 -0.7
0.5 2.0 1.1
1.1 -1.2 1.3
0.0 -1.3 -1.3
1.4 1.4 -1.4
0.9 0.5 1.4
1.4 -1.9 0.3
0.3 -0.1 -1.3
1.3 1.2 1.7
-0.2 -0.1 0.5
0.1 -0.1 0.3
1.1 -0.2 0.6
0.7 0.2 0.2
0.6 0.3 0.5
0.1 -1.4 -0.5
0.0 -0.2 0.1
0.1 -0.2 0.3
-0.4 -0.4 0.5
-1.1 0.9 -0.7
-0.4 -1.2 -0.1
0.0 -0.1 0.5
0.1 0.4 -0.1
-0.6 0.5 -0.9
-0.2 0.3 0.7
-0.2 -1.1 -0.6
-0.1 -0.3 -0.8
-0.4 -0.8 1.1
-0.4 0.7 1.3
0.8 0.9 -0.4
0.5 1.0 0.5
0.7 -0.1 -0.8
0.4 0.5 0.2
0.5 -0.3 0.7
-0.3 -0.4 -0.2
1.1 0.3 -0.1
0.5 0.4 -1.1
0.2 0.1 -0.4
0.6 -0.2 0.5
0.0 -0.3 0.1
-0.4 -0.9 -0.3

Calculated values
E_tot = -6980.5108 Eh
Multiplicity = 2
Total charge = -1
Relative energy (zero: lowest compared OMol25 entry of this formula, charge and spin) = 105.68 kcal/mol
<S²> = 0.80
E_HOMO (alpha / beta) = -4.46 / -4.08 eV

3.
A structure of composition C36H55N3S4SbSeSi3V. Source: the Open Molecules 2025 dataset; level of theory: ωB97M-V/def2-TZVPD.

Last column: Löwdin charge in e.
CARTESIAN COORDINATES (ANGSTROEM)
Sb (0.562596, 1.196779, 0.586965)  0.95
Se (0.708249, -3.102454, -0.252330)  0.78
V (-0.433846, -1.137054, 1.249694)  -0.15
S (-4.698286, 1.854676, -1.190261)  1.13
S (-1.045352, -0.219636, 3.306808)  0.83
S (1.779214, -1.643741, 2.587834)  0.79
S (-0.864909, -3.553270, 2.885086)  0.89
Si (2.972103, 1.982477, 1.148653)  0.31
Si (1.166057, 0.889503, -1.932947)  0.35
Si (-0.573010, 3.308781, 1.666748)  0.38
N (-2.191844, 1.731814, -0.646346)  0.01
N (0.198031, -3.600064, -3.036594)  -0.05
N (2.252332, -3.952070, -2.466784)  0.13
C (1.859570, 2.270717, -2.982049)  -0.21
C (-1.424800, 3.891432, -1.599117)  -0.07
C (-2.678863, -2.504078, 0.613214)  -0.23
C (-2.428595, 3.151757, 1.607717)  -0.20
C (-3.724366, 3.184428, -1.684618)  -0.48
C (-5.034137, -2.071588, 0.530247)  -0.07
C (-1.227201, -3.291223, -2.966187)  0.00
C (-3.274522, 1.065142, -0.499471)  -0.51
C (1.337147, -4.744329, -6.392042)  -0.07
C (-1.619897, -1.414940, 4.571418)  -0.43
C (0.499015, 0.307452, 4.103854)  -0.50
C (4.314462, 0.811966, 0.593467)  -0.22
C (1.054562, -3.547160, -2.004047)  -0.68
C (0.858665, -4.055875, -4.186347)  -0.15
C (-1.778979, 5.038267, -2.279743)  -0.06
C (-4.095662, 4.344429, -2.363608)  -0.07
C (2.530906, -0.395684, -1.863281)  -0.24
C (-0.298771, 0.152076, -2.813820)  -0.22
C (-2.042732, -2.758115, 4.004162)  -0.47
C (3.312399, 2.331446, 2.951576)  -0.20
C (-0.030534, 4.955665, 0.979626)  -0.21
C (-3.412673, -0.300063, 0.094765)  -0.21
C (1.855372, -3.344325, 3.197486)  -0.50
C (3.165239, 3.585894, 0.217728)  -0.21
C (-2.312298, -1.148449, 0.420931)  -0.21
C (-0.198580, 3.442789, 3.498717)  -0.22
C (0.405262, -4.283692, -5.475269)  0.00
C (-3.993121, -2.963836, 0.666518)  -0.09
C (3.114338, -4.744255, -4.735937)  0.00
C (-4.730547, -0.760699, 0.215891)  -0.08
C (2.670188, -4.970323, -6.028680)  -0.07
C (-3.107179, 5.265490, -2.663199)  -0.07
C (2.176025, -4.281550, -3.826169)  -0.17
C (-2.404800, 2.942105, -1.302695)  -0.36
C (1.585970, -0.756058, 4.166189)  -0.45
C (0.593456, -3.806470, 3.926515)  -0.47
H (-0.847111, 2.779916, 4.080526)  0.03
H (-6.065337, -2.392419, 0.628420)  0.11
H (0.834920, 1.144294, 3.504156)  -0.01
H (3.369122, -5.332484, -6.774755)  0.11
H (-0.629457, -4.113520, -5.756711)  0.12
H (1.026999, -4.933509, -7.412312)  0.11
H (1.894809, 1.895813, -4.014437)  0.05
H (0.152006, 4.959651, -0.100066)  0.01
H (4.510994, 0.910520, -0.478959)  0.02
H (2.539180, -0.288085, 4.400198)  0.07
H (-0.406156, 3.715659, -1.274725)  0.06
H (5.237534, 1.061232, 1.132414)  0.04
H (0.672611, -4.870283, 4.142402)  0.09
H (2.013729, -3.939594, 2.299517)  0.04
H (2.880116, 2.530649, -2.678692)  0.02
H (-5.552673, -0.072800, 0.050363)  0.07
H (1.254678, 3.182198, -2.983925)  0.02
H (-0.844790, -0.533908, -2.157415)  0.01
H (3.066497, -3.978247, -1.880167)  0.16
H (-5.128239, 4.518241, -2.649033)  0.11
H (4.145814, -4.919549, -4.447451)  0.12
H (-2.744506, 2.109000, 1.699028)  0.02
H (-1.472614, -2.499001, -3.668917)  0.09
H (0.059446, -0.392276, -3.698683)  0.04
H (2.737023, -3.433198, 3.833099)  0.09
H (-1.809993, -4.179897, -3.205119)  0.11
H (2.785111, 3.497268, -0.807151)  0.00
H (0.448647, -3.283046, 4.870562)  0.07
H (2.708855, 3.158601, 3.340787)  0.02
H (-0.993441, 0.929985, -3.147139)  0.04
H (-1.021931, 5.778312, -2.517171)  0.11
H (4.069305, -0.236121, 0.802209)  0.01
H (-2.472531, -0.954015, 5.066714)  0.09
H (-2.844481, 3.714613, 2.453284)  0.05
H (3.148610, 1.453076, 3.588059)  0.01
H (-2.936060, -2.656397, 3.390733)  0.07
H (4.368532, 2.615123, 3.045001)  0.05
H (-4.190790, -4.018663, 0.824974)  0.11
H (-3.362800, 6.171129, -3.200285)  0.11
H (2.603758, -0.877911, -0.887743)  -0.02
H (1.379453, -1.491523, 4.941234)  0.07
H (-0.435281, 4.475906, 3.781872)  0.05
H (2.616909, 4.398761, 0.707581)  0.01
H (-1.911992, -3.257676, 0.694002)  -0.01
H (0.256558, 0.678869, 5.100302)  0.10
H (-2.265952, -3.446153, 4.816463)  0.09
H (2.333605, -1.172973, -2.611850)  0.02
H (-1.464620, -2.964028, -1.958551)  0.05
H (0.839612, 3.255016, 3.780226)  0.00
H (-2.848905, 3.562277, 0.680713)  0.03
H (0.878431, 5.298414, 1.488326)  0.03
H (4.225510, 3.870892, 0.166463)  0.05
H (-0.830040, 5.680182, 1.187548)  0.06
H (3.499009, 0.061002, -2.094911)  0.03
H (-0.823336, -1.523404, 5.308721)  0.07

Forces on the atoms, in the same order (eV/Å):
0.7 1.2 -0.3
0.2 -0.5 0.4
0.2 -1.7 0.2
-0.2 -0.2 0.1
-0.1 0.4 0.5
0.4 0.3 0.0
0.1 0.1 -0.1
0.0 -0.1 -0.1
0.0 0.0 0.0
-0.2 0.0 0.0
0.5 0.0 -0.7
-0.5 0.1 -0.2
0.2 -0.1 -0.3
0.0 0.4 0.0
0.0 -0.3 -0.2
-0.3 0.4 -0.2
-0.5 0.2 0.2
-0.1 0.0 -0.1
-0.1 0.0 0.0
0.1 -0.1 -0.1
-0.3 -0.4 -0.1
0.0 0.0 0.0
0.0 0.0 -0.1
-0.1 -0.1 0.0
0.2 -0.3 -0.1
0.0 0.2 -0.4
-0.3 0.1 0.3
0.0 0.0 0.0
0.0 0.1 0.0
0.2 -0.1 0.0
-0.3 0.0 0.0
0.2 0.0 0.0
-0.1 0.0 0.4
0.3 0.3 -0.3
0.0 0.0 0.0
-0.2 0.0 0.1
0.0 0.3 -0.2
-1.1 0.1 -0.5
0.2 -0.2 0.3
-0.2 0.0 -0.1
0.2 -0.2 0.1
0.1 0.0 0.1
0.0 0.2 -0.1
0.0 0.0 0.0
-0.1 -0.1 0.0
0.2 0.1 0.4
0.2 -0.3 -0.5
-0.1 0.0 -0.1
0.0 0.1 -0.1
0.1 0.1 0.0
0.1 0.0 -0.1
0.0 0.1 0.0
-0.1 0.0 0.1
0.1 0.0 0.0
0.0 0.0 0.1
0.0 0.0 0.2
0.1 0.2 0.5
0.0 0.0 0.2
0.0 0.0 0.1
-0.2 -0.1 -0.3
-0.1 0.0 -0.1
0.0 0.0 0.1
0.0 -0.1 0.0
-0.2 0.0 -0.1
0.0 -0.1 0.0
0.1 -0.1 0.0
0.0 0.0 -0.1
0.1 0.0 0.0
0.1 0.0 0.0
-0.1 0.0 -0.1
0.0 0.2 0.2
0.0 0.1 0.0
0.0 0.1 0.1
0.0 -0.1 0.0
0.0 0.0 0.0
0.1 0.1 0.2
0.0 0.0 0.0
0.2 -0.2 -0.1
0.0 -0.1 0.0
-0.1 -0.1 0.0
0.1 0.2 0.0
0.0 0.0 0.1
0.1 0.0 0.0
0.1 0.2 -0.1
-0.1 0.0 0.0
-0.1 0.0 0.0
0.0 0.0 0.0
0.0 -0.1 0.0
0.0 -0.1 -0.1
0.0 0.0 0.0
0.0 -0.1 0.0
0.2 -0.1 -0.1
0.1 0.0 0.0
0.1 0.0 0.0
-0.1 0.0 0.1
0.0 0.1 0.1
0.0 0.0 0.1
-0.2 0.1 0.0
0.0 0.0 0.7
-0.2 0.0 -0.1
-0.2 0.0 0.0
0.1 -0.1 0.0
-0.2 -0.1 0.0
-0.1 0.0 0.0

Calculated values
E_tot = -7615.8588 Eh
Multiplicity = 2
Total charge = +1
Relative energy (zero: lowest compared OMol25 entry of this formula, charge and spin) = 51.28 kcal/mol
<S²> = 0.76
E_HOMO (alpha / beta) = -9.33 / -8.83 eV